This record from OMol25 describes 10 unconnected molecules or ions with the total composition C36H90O25P4. The level of theory is the ωB97M-V functional and the def2-TZVPD basis.

Cartesian coordinates (Å):
C: 5.40 -0.57 -1.79
O: 4.97 0.30 -2.80
P: 3.57 -0.03 -3.60
O: 3.66 -0.97 -4.77
O: 2.55 -0.52 -2.45
C: 1.23 -0.88 -2.82
O: 3.05 1.49 -3.96
C: 3.45 2.06 -5.14
H: 5.08 -0.38 -0.77
H: 6.45 -0.85 -1.72
H: 4.92 -1.52 -2.07
H: 0.95 -0.78 -3.87
H: 0.46 -0.55 -2.13
H: 1.20 -1.97 -2.77
H: 3.97 3.01 -5.00
H: 2.67 2.37 -5.84
H: 4.19 1.43 -5.63
C: -5.98 7.48 0.64
O: -4.62 7.80 0.46
P: -3.68 6.90 -0.52
O: -3.86 6.82 -1.94
O: -4.03 5.43 0.07
C: -3.32 4.29 -0.47
O: -2.18 7.21 0.09
C: -1.30 8.29 -0.18
H: -6.64 8.34 0.61
H: -6.00 7.05 1.65
H: -6.41 6.70 0.02
H: -2.26 4.41 -0.23
H: -3.51 4.24 -1.54
H: -3.70 3.40 0.04
H: -1.80 9.08 -0.73
H: -0.41 7.89 -0.67
H: -0.81 8.57 0.76
C: 2.61 -1.51 0.21
O: 1.18 -1.64 0.16
P: 0.23 -0.46 0.80
O: 0.39 -0.23 2.26
O: -1.24 -0.71 0.29
C: -2.02 -1.70 0.88
O: 0.65 0.82 -0.13
C: -0.35 1.85 -0.21
H: 2.79 -0.45 0.03
H: 3.15 -2.08 -0.54
H: 2.89 -1.75 1.24
H: -2.37 -2.34 0.07
H: -2.99 -1.44 1.30
H: -1.56 -2.37 1.60
H: -0.48 2.37 0.74
H: -1.36 1.57 -0.53
H: 0.02 2.48 -1.02
C: 5.82 -4.57 -2.42
O: 4.76 -4.26 -1.52
P: 3.44 -5.16 -1.43
O: 3.60 -6.57 -1.81
O: 2.78 -4.89 0.03
C: 3.45 -5.42 1.18
O: 2.41 -4.23 -2.28
C: 2.44 -4.24 -3.73
H: 6.55 -5.24 -1.97
H: 6.31 -3.64 -2.71
H: 5.45 -5.07 -3.31
H: 2.95 -6.35 1.46
H: 3.58 -4.73 2.01
H: 4.43 -5.81 0.89
H: 3.01 -5.11 -4.05
H: 2.87 -3.35 -4.19
H: 1.49 -4.47 -4.20
C: 2.01 1.41 5.32
C: 2.38 2.88 5.27
C: 1.23 3.63 5.89
O: 0.15 2.70 6.04
C: 0.48 1.53 5.24
H: 2.23 1.04 6.32
H: 2.65 0.85 4.64
H: 2.36 3.34 4.28
H: 3.34 3.03 5.77
H: 0.93 4.51 5.32
H: 1.51 4.02 6.87
H: 0.26 1.68 4.18
H: 0.11 0.56 5.58
C: 1.87 4.61 -2.98
C: 0.41 4.46 -3.36
C: -0.36 5.74 -2.75
O: 0.63 6.32 -1.97
C: 1.73 5.46 -1.78
H: 2.46 4.94 -3.83
H: 2.32 3.65 -2.73
H: -0.18 3.59 -3.07
H: 0.25 4.49 -4.44
H: -1.18 5.47 -2.09
H: -0.60 6.45 -3.54
H: 1.65 4.94 -0.82
H: 2.67 6.01 -1.72
C: -0.47 -2.65 6.34
C: -0.21 -3.19 4.94
C: 1.26 -3.19 4.72
O: 1.81 -2.71 5.95
C: 0.87 -2.87 7.06
H: -1.45 -2.83 6.79
H: -0.54 -1.56 6.38
H: -0.69 -2.45 4.30
H: -0.66 -4.17 4.81
H: 1.61 -2.53 3.93
H: 1.60 -4.21 4.54
H: 1.17 -2.31 7.95
H: 0.94 -3.89 7.47
C: -1.65 -5.59 -0.01
O: -1.97 -6.96 -0.07
C: -1.28 -7.77 0.87
C: 0.18 -7.93 0.77
O: 0.60 -8.67 -0.41
C: 0.27 -8.01 -1.64
H: -2.31 -4.96 -0.60
H: -0.63 -5.30 -0.28
H: -1.81 -5.22 1.00
H: -1.59 -8.76 0.54
H: -1.71 -7.75 1.87
H: 0.60 -8.42 1.65
H: 0.67 -6.96 0.85
H: 0.81 -8.56 -2.41
H: 0.53 -6.96 -1.75
H: -0.77 -8.15 -1.92
C: -4.14 -2.88 -8.03
O: -3.80 -2.05 -6.97
C: -2.64 -2.59 -6.25
C: -2.33 -1.83 -4.99
O: -3.26 -2.03 -3.93
C: -2.89 -1.56 -2.66
H: -3.23 -3.18 -8.56
H: -4.95 -2.39 -8.56
H: -4.57 -3.84 -7.72
H: -1.88 -2.37 -7.00
H: -2.63 -3.67 -6.13
H: -2.33 -0.74 -5.03
H: -1.34 -2.23 -4.74
H: -1.82 -1.36 -2.52
H: -3.18 -2.31 -1.93
H: -3.31 -0.58 -2.41
C: -3.01 1.91 2.88
O: -2.95 3.35 3.05
C: -2.79 3.68 4.41
C: -3.05 5.18 4.63
O: -1.92 6.07 4.34
C: -1.76 6.39 2.98
H: -3.88 1.44 3.34
H: -2.07 1.56 3.32
H: -2.94 1.67 1.82
H: -1.97 3.18 4.93
H: -3.60 3.27 5.03
H: -3.43 5.45 5.61
H: -3.86 5.41 3.94
H: -2.62 6.99 2.70
H: -1.60 5.50 2.37
H: -0.85 6.96 2.81

Calculated values
SMILES string: COP(=O)(OC)OC.COP(=O)(OC)OC.COP(=O)(OC)OC.COP(=O)(OC)OC.C1CCOC1.C1CCOC1.C1CCOC1.COCCOC.COCCOC.COCCOC
HOMO level (Eh): -0.34074
Orbital gap (eV): 9.60
Charge: 0
Total energy (eV): -127133.38607